The following is a quantum chemistry calculation of 8 unconnected molecules or ions with the total composition C18H52N6O8 at a distorted geometry, from the OMol25 dataset.

Properties
* total energy: -1647.203464 hartree
* lowest unoccupied orbital energy: 0.0021 hartree
* SMILES string: NC(N)=O.NC(N)=O.NC(N)=O.CC(C)O.CC(C)O.CC(C)O.CC(C)O.CC(C)O
* Kohn-Sham gap: 9.52 eV

Last column: Löwdin charge in e.
Atoms and positions in Å:
C -1.617845 0.253869 -1.167619  -0.627
O -1.602845 1.632869 -0.981619  -0.112
N -2.571845 -0.235131 -1.867619  0.185
N -0.647845 -0.546131 -0.805619  0.156
H -3.270845 0.283869 -2.441619  0.174
H -2.689845 -1.225131 -1.943619  0.126
H 0.077155 -0.063131 -0.218619  0.071
H -0.771845 -1.564131 -0.797619  0.152
C 1.069155 0.677869 1.460381  -0.569
O 2.099155 -0.004131 2.075381  -0.111
N 1.197155 1.097869 0.253381  0.145
N -0.156845 1.010869 1.866381  0.178
H 2.185155 1.066869 -0.038619  0.094
H 0.536155 1.693869 -0.290619  0.126
H -0.230845 0.798869 2.888381  0.139
H -0.930845 1.434869 1.352381  0.096
C 4.126155 -0.484131 -0.796619  -0.653
O 3.937155 0.863869 -0.864619  -0.115
N 4.859155 -1.212131 -1.562619  0.153
N 3.615155 -1.247131 0.136381  0.148
H 5.281155 -0.760131 -2.401619  0.148
H 5.099155 -2.148131 -1.295619  0.111
H 3.015155 -0.805131 0.907381  0.065
H 3.689155 -2.273131 0.115381  0.119
C 0.217155 0.772869 -4.895619  -0.002
C 0.486155 -0.601131 -4.239619  -0.611
C 1.538155 -0.514131 -3.084619  -0.036
O -0.552845 -1.046131 -3.764619  0.002
H 1.180155 1.132869 -4.850619  0.046
H -0.436845 1.340869 -4.238619  0.063
H -0.231845 0.679869 -5.881619  0.091
H 0.927155 -1.317131 -4.937619  0.144
H 1.185155 0.333869 -2.460619  0.058
H 2.534155 -0.413131 -3.466619  0.066
H 1.550155 -1.302131 -2.314619  0.074
H -0.863845 -0.525131 -3.031619  0.043
C -1.286845 4.218869 -3.586619  -0.036
C 0.226155 4.323869 -3.845619  -0.630
C 1.072155 3.468869 -2.847619  -0.018
O 0.604155 4.002869 -4.966619  0.017
H -1.624845 4.694869 -2.616619  0.099
H -1.425845 3.122869 -3.592619  0.050
H -1.895845 4.660869 -4.427619  0.089
H 0.415155 5.394869 -3.994619  0.140
H 0.676155 2.542869 -2.540619  0.014
H 1.269155 3.989869 -1.925619  0.073
H 2.039155 3.197869 -3.237619  0.081
H 1.074155 4.696869 -5.378619  0.108
C 4.562155 -2.641131 3.168381  -0.054
C 3.341155 -3.375131 3.636381  -0.624
C 2.660155 -2.830131 4.884381  -0.033
O 2.505155 -3.399131 2.671381  -0.020
H 5.352155 -2.597131 3.969381  0.095
H 4.321155 -1.628131 2.896381  0.069
H 5.207155 -3.170131 2.472381  0.074
H 3.607155 -4.422131 3.715381  0.144
H 2.309155 -1.779131 4.824381  0.087
H 3.347155 -2.860131 5.694381  0.063
H 1.769155 -3.451131 5.017381  0.082
H 2.291155 -2.508131 2.378381  0.073
C -5.985845 1.519869 1.118381  -0.021
C -4.468845 1.075869 1.169381  -0.643
C -3.776845 2.161869 1.951381  -0.062
O -4.208845 -0.013131 1.697381  0.015
H -6.054845 2.475869 0.726381  0.041
H -6.279845 1.467869 2.188381  0.089
H -6.718845 0.896869 0.577381  0.076
H -4.040845 1.083869 0.142381  0.122
H -2.789845 1.910869 2.248381  0.033
H -4.046845 2.243869 3.042381  0.101
H -3.891845 3.192869 1.549381  0.098
H -3.273845 -0.280131 1.524381  0.101
C -0.979845 -1.921131 3.930381  0.003
C -1.427845 -2.272131 2.524381  -0.650
C -2.783845 -3.027131 2.388381  -0.029
O -1.567845 -1.293131 1.825381  -0.030
H -1.510845 -0.976131 4.190381  0.101
H 0.128155 -1.776131 3.887381  0.072
H -1.244845 -2.653131 4.616381  0.057
H -0.761845 -2.994131 2.109381  0.134
H -3.586845 -2.542131 2.851381  0.053
H -2.699845 -4.115131 2.663381  0.090
H -3.100845 -3.252131 1.354381  0.078
H -1.169845 -1.357131 0.940381  0.088

Forces on the atoms, in the same order (eV/Å):
C 0.2 8.6 0.9
O 0.8 -6.1 -0.2
N -4.3 -1.4 -2.8
N 1.4 -1.1 1.9
H 1.2 -0.1 1.3
H 0.1 -0.5 -0.1
H -0.3 -1.2 -1.0
H 0.3 0.7 -0.5
C 2.2 -1.4 2.8
O -5.1 2.6 -1.8
N 3.1 1.2 -4.5
N 0.2 -1.2 5.3
H -0.1 0.1 -0.9
H 0.5 -0.3 1.0
H -0.9 0.3 -1.5
H 0.8 0.0 -0.1
C -1.8 6.2 1.5
O 0.6 -5.8 0.0
N 3.3 0.2 -5.0
N -2.8 -0.5 3.6
H -0.4 -0.9 1.2
H 0.2 0.1 -0.3
H 0.9 -0.5 -1.0
H -0.1 1.1 0.0
C -0.4 -1.8 0.5
C 8.0 3.0 -2.4
C -0.7 1.1 0.4
O -9.7 -5.3 3.4
H 1.9 2.0 -0.8
H 0.0 0.1 0.0
H 0.2 0.1 0.0
H -0.2 0.0 -0.6
H 0.9 0.1 -0.4
H 0.6 0.6 0.1
H -0.3 -0.5 -0.9
H -0.1 0.3 0.0
C -0.5 -0.4 -0.1
C -2.2 3.7 8.7
C 0.2 1.9 0.9
O 2.1 -5.3 -11.5
H 0.5 -0.8 -1.0
H -0.8 0.5 0.3
H 0.8 -0.4 0.8
H 0.1 1.0 3.0
H -1.3 -1.1 0.0
H 0.0 0.4 0.5
H 0.4 0.3 -0.6
H 0.6 0.4 -1.0
C 2.7 0.1 2.3
C 3.6 0.2 3.5
C -0.2 0.2 -0.3
O -5.5 -0.2 -6.2
H -0.9 0.4 0.0
H 0.0 0.4 -0.4
H -0.8 -0.1 -1.0
H 0.3 -0.4 1.1
H 0.4 -0.4 -0.5
H 0.3 -0.3 1.1
H 0.2 0.0 0.5
H -0.2 0.3 0.0
C 0.6 -3.1 1.6
C -1.9 8.3 -4.4
C -0.5 2.4 1.7
O 1.8 -9.4 3.7
H -0.1 2.0 -0.5
H -0.2 0.4 -0.6
H 0.7 -0.2 0.0
H -0.4 0.6 -0.1
H 1.7 -0.2 -1.0
H -1.2 -0.2 -0.9
H 0.5 -0.7 0.1
H -0.9 0.0 0.5
C 0.6 1.8 -1.3
C -1.3 -10.2 5.6
C 1.0 -3.4 0.0
O -0.2 10.9 -7.9
H 0.5 -0.5 0.1
H -0.9 0.1 0.4
H -0.3 -1.4 1.4
H 1.3 -0.7 -0.2
H -1.2 0.7 1.0
H -0.2 1.0 0.8
H 0.5 1.0 -0.2
H -0.4 0.4 0.8